Record 1
Here is C43H59BN10NaOS3Te as an isolated structure from the Open Molecules 2025 dataset. Energies are from the ωB97M-V functional and the def2-TZVPD basis.

## Properties
Net charge: -2
2S+1: 2
Frontier orbital gap (spin up / spin down), eV: 5.748 / 6.255
⟨S²⟩: 0.77
HOMO energy (spin up / spin down), eV: -2.100 / -2.609
ΔE to the lowest compared entry with this formula, charge and spin, kJ/mol: 3.6
Largest force on an atom, hartree/bohr: 0.0106
LUMO (spin up / spin down), eV: 3.6 / 3.6

Element x y z (Å)
Na 0.880 -0.101 -0.375
C -0.328 3.467 5.475
C 0.070 2.850 4.128
C 1.268 1.939 4.388
C 0.472 3.947 3.139
N -1.126 2.164 3.569
C -2.321 2.869 3.464
C -3.165 2.126 2.739
N -2.519 0.968 2.370
B -3.213 0.040 1.347
N -2.807 -1.448 1.518
C -3.197 -2.075 2.679
C -2.673 -3.311 2.696
N -1.956 -3.466 1.517
C -2.007 -2.287 0.810
S -1.304 -1.991 -0.706
C -1.357 -4.752 1.068
C 0.105 -4.557 0.671
C -2.180 -5.316 -0.091
C -1.397 -5.745 2.231
N -3.127 0.540 -0.116
C -4.042 0.021 -1.005
C -3.738 0.464 -2.232
N -2.613 1.269 -2.118
C -2.251 1.325 -0.796
S -1.003 2.250 -0.101
C -2.148 2.074 -3.288
C -0.663 2.431 -3.260
C -2.985 3.355 -3.313
C -2.387 1.244 -4.553
C -1.250 0.985 2.865
S -0.099 -0.231 2.655
H 0.549 3.946 5.914
H -0.678 2.692 6.158
H -1.104 4.226 5.382
H 2.022 2.545 4.900
H 1.696 1.541 3.473
H 0.998 1.096 5.022
H 1.364 4.465 3.496
H -0.332 4.675 3.011
H 0.684 3.510 2.164
H -2.461 3.840 3.899
H -4.177 2.320 2.430
H -4.399 0.083 1.636
H -3.801 -1.567 3.410
H -2.748 -4.074 3.444
H 0.201 -4.032 -0.274
H 0.590 -5.532 0.591
H 0.627 -3.971 1.427
H -2.177 -4.614 -0.922
H -3.210 -5.494 0.227
H -1.746 -6.261 -0.426
H -0.874 -5.353 3.105
H -0.890 -6.657 1.916
H -2.419 -6.012 2.510
H -4.808 -0.662 -0.681
H -4.202 0.247 -3.174
H -0.434 3.174 -2.505
H -0.412 2.830 -4.247
H -0.047 1.552 -3.083
H -2.803 3.932 -2.404
H -4.051 3.123 -3.377
H -2.707 3.962 -4.177
H -1.933 0.257 -4.458
H -1.914 1.734 -5.402
H -3.446 1.128 -4.792
N 1.095 -0.436 -2.667
C 1.209 -0.859 -3.745
N 1.410 -1.361 -4.937
C 0.686 -0.860 -5.920
N 0.103 -0.466 -6.848
C 3.310 2.502 0.801
C 3.831 1.126 0.357
O 4.956 1.068 -0.179
N 2.977 0.161 0.633
Te 3.432 -2.041 0.107
C 4.367 -3.896 -0.664
C 4.588 -5.032 0.121
C 4.243 -5.077 1.589
C 5.151 -6.174 -0.453
C 5.494 -6.221 -1.794
C 6.114 -7.453 -2.401
C 5.253 -5.093 -2.569
C 4.696 -3.937 -2.030
C 4.455 -2.760 -2.940
C 4.853 -1.940 1.687
C 4.442 -1.918 3.023
C 3.002 -1.882 3.459
C 5.409 -1.900 4.031
C 6.762 -1.884 3.748
C 7.793 -1.882 4.847
C 7.149 -1.852 2.414
C 6.223 -1.862 1.378
C 6.718 -1.743 -0.037
H 4.041 2.957 1.472
H 2.342 2.429 1.294
H 3.216 3.131 -0.086
H 3.332 -4.515 1.797
H 5.035 -4.632 2.195
H 4.101 -6.110 1.915
H 5.314 -7.050 0.169
H 6.087 -8.290 -1.701
H 7.159 -7.278 -2.671
H 5.589 -7.753 -3.310
H 5.499 -5.111 -3.627
H 4.888 -2.941 -3.925
H 4.882 -1.844 -2.526
H 3.389 -2.572 -3.081
H 2.314 -2.014 2.630
H 2.764 -0.914 3.903
H 2.801 -2.655 4.207
H 5.079 -1.892 5.067
H 7.321 -1.791 5.827
H 8.492 -1.050 4.732
H 8.380 -2.804 4.841
H 8.206 -1.795 2.167
H 7.790 -1.536 -0.044
H 6.195 -0.921 -0.534
H 6.543 -2.662 -0.601

Mulliken population analysis, charges in e, atoms 1 to 6: 1.03 -1.87 1.64 -1.92 -1.33 0.54

Record 2
Here is C15H31BF4MnP2 as an isolated structure from the Open Molecules 2025 dataset. Energies are from the ωB97M-V functional and the def2-TZVPD basis.

## Properties
Net charge: +2
2S+1: 4
Frontier orbital gap (spin up / spin down), eV: 7.076 / 7.559
⟨S²⟩: 4.08
HOMO energy (spin up / spin down), eV: -15.370 / -15.731
Largest force on an atom, hartree/bohr: 0.0583
LUMO (spin up / spin down), eV: -8.3 / -8.2

Element x y z (Å)
P 0.533 -2.027 -2.093
P -0.047 2.092 -1.008
C 0.761 -0.308 -2.855
C 0.729 1.193 -2.480
H 0.141 -0.438 -3.818
H 1.780 -0.444 -3.224
H 1.759 1.481 -2.258
H 0.387 1.910 -3.259
C -1.519 2.962 -1.780
H -2.133 3.138 -0.918
H -2.047 2.336 -2.494
H -1.209 3.895 -2.228
C 1.147 3.532 -0.997
H 0.754 4.294 -1.685
H 2.139 3.160 -1.305
H 1.161 3.899 0.041
C -0.701 -3.185 -2.747
H -0.929 -3.950 -2.001
H -0.350 -3.692 -3.635
H -1.640 -2.701 -2.983
C 2.067 -2.840 -2.651
H 2.764 -2.039 -2.917
H 1.866 -3.455 -3.557
H 2.538 -3.452 -1.839
Mn -0.958 -0.308 -5.070
C 0.183 1.240 -5.729
C -1.223 1.491 -5.758
C -2.190 0.663 -6.618
C -1.742 -0.854 -7.100
C -1.007 -1.853 -6.171
C 0.403 -1.621 -5.792
C 1.368 -0.846 -6.669
C 0.968 0.635 -6.906
C 0.402 -2.055 -0.356
H 0.798 1.985 -5.185
H -1.624 2.288 -5.065
H -2.282 1.273 -7.536
H -3.209 0.602 -6.196
H -2.673 -1.351 -7.409
H -1.170 -0.674 -7.994
H -1.518 -2.679 -5.645
H 0.915 -2.442 -5.282
H 1.563 -1.378 -7.610
H 2.374 -0.808 -6.203
H 1.892 1.214 -7.113
H 0.412 0.686 -7.852
H 0.890 -1.234 0.187
H 0.855 -2.994 -0.035
H -0.677 -2.120 -0.068
F -0.760 2.624 1.212
B -0.561 1.156 1.518
F -0.734 1.018 2.848
F -1.474 0.402 0.738
F 0.787 0.822 1.104

Mulliken population analysis, charges in e, atoms 1 to 6: 1.43 1.31 1.96 -0.96 -1.72 0.23

Record 3
Here is C34H34N6SbSr as an isolated structure from the Open Molecules 2025 dataset. Energies are from the ωB97M-V functional and the def2-TZVPD basis.

## Properties
Net charge: +1
Frontier orbital gap, eV: 6.448
HOMO energy, eV: -9.231
ΔE to the lowest compared entry with this formula, charge and spin, kJ/mol: 155.4
Largest force on an atom, hartree/bohr: 0.0098
LUMO, eV: -2.8

Element x y z (Å)
Sr 0.491 -1.834 0.792
C 2.328 0.300 -2.661
C 0.889 -0.100 -2.517
C 0.164 -0.529 -3.621
C -1.163 -0.901 -3.464
C -1.745 -0.774 -2.216
C -0.981 -0.278 -1.164
N 0.327 -0.003 -1.297
Sb -2.167 0.268 0.607
C -0.734 0.079 2.301
C -1.317 -0.598 3.373
C -0.601 -0.769 4.546
C 0.682 -0.253 4.624
C 1.223 0.388 3.515
C 2.609 0.963 3.549
N 0.533 0.520 2.369
C -2.197 -2.389 0.697
C -3.512 -2.756 1.004
C -3.969 -4.032 0.731
C -3.117 -4.955 0.148
C -1.817 -4.576 -0.134
C -0.828 -5.534 -0.731
N -1.391 -3.329 0.133
H 2.601 0.375 -3.712
H 2.991 -0.431 -2.192
H 2.488 1.269 -2.188
H 0.643 -0.576 -4.590
H -1.735 -1.271 -4.306
H -2.783 -1.042 -2.056
H -2.326 -0.984 3.288
H -1.046 -1.287 5.386
H 1.266 -0.341 5.531
H 2.934 1.140 4.573
H 2.634 1.905 3.002
H 3.323 0.280 3.082
H -4.189 -2.029 1.439
H -4.990 -4.313 0.964
H -3.454 -5.956 -0.084
H -1.311 -6.222 -1.422
H -0.354 -6.135 0.048
H -0.050 -4.993 -1.270
C 1.144 5.033 -0.607
C 1.358 3.793 -0.024
C 0.319 2.899 0.165
C -0.991 3.223 -0.208
C -1.200 4.477 -0.805
C -0.148 5.358 -0.996
N -2.021 2.301 -0.027
C -3.360 2.772 -0.186
C -4.152 2.287 -1.221
C -5.482 2.679 -1.338
C -6.026 3.571 -0.432
C -5.237 4.071 0.600
C -3.919 3.670 0.725
H 1.957 5.731 -0.747
H 2.355 3.524 0.312
H 0.498 1.944 0.639
H -2.192 4.760 -1.128
H -0.346 6.316 -1.459
H -3.708 1.619 -1.951
H -6.086 2.292 -2.149
H -7.059 3.880 -0.526
H -5.657 4.768 1.313
H -3.299 4.047 1.530
C 4.940 1.844 -0.236
N 4.414 0.512 0.020
C 5.093 -0.671 -0.143
C 4.197 -1.657 0.129
N 2.976 -1.100 0.446
C 3.153 0.210 0.362
H 5.932 1.935 0.200
H 4.283 2.579 0.220
H 4.994 2.031 -1.307
H 6.132 -0.701 -0.422
H 4.358 -2.722 0.120
H 2.391 0.958 0.523

Mulliken population analysis, charges in e, atoms 1 to 6: 1.65 -1.09 0.64 -0.91 -0.86 -1.44

- Which value of net charge does entry 2 give?
  +2

- What is the largest force on an atom in the second record?
  0.0583 hartree/bohr

- The lowest largest force on an atom belongs to which entry?
  C34H34N6SbSr

- Among the records above, which one has the highest net charge?
  C15H31BF4MnP2